# 1
The following is a quantum chemistry calculation of a gas-phase ion, C6H12IN2 (charge +1) at a distorted geometry, from OMol25.

Values from the calculation:
SMILES ... CC/C(I)=C/N(C)C=[NH2+]
Orbital gap ... 9.42 eV
Total charge ... +1
E_LUMO ... -3.544 eV

Atoms and positions in Å:
C1 -0.341 -2.547 0.929
C2 -0.826 -2.195 -0.439
C3 -0.878 -0.732 -0.489
I1 -2.757 0.340 -0.315
C4 0.299 -0.103 -0.508
N1 0.483 1.325 -0.492
C5 0.091 2.144 -1.682
C6 0.907 1.931 0.603
N2 1.230 1.316 1.750
H1 0.698 -2.664 1.153
H2 -0.751 -3.496 1.046
H3 -0.915 -1.859 1.544
H4 -1.855 -2.387 -0.528
H5 -0.262 -2.664 -1.302
H6 1.184 -0.708 -0.529
H7 0.730 1.901 -2.453
H8 -0.930 2.215 -1.966
H9 0.348 3.112 -1.263
H10 0.674 2.960 0.673
H11 1.493 0.270 1.732
H12 1.377 1.842 2.537

Results of the Mulliken charge analysis, in e, for atoms 1 through 2: number 1, C, carries -1.08; number 2, C, carries -0.35



# 2
The following is a quantum chemistry calculation of 13 unconnected molecules or ions with the total composition C74H187N13O24 at a distorted geometry, from OMol25.

Values from the calculation:
Orbital gap ... 8.65 eV
Total charge ... 0
E_LUMO ... 0.589 eV

Atoms and positions in Å:
C1 14.389 14.362 21.346
C2 13.825 13.022 21.130
C3 15.024 11.985 21.052
O1 14.522 10.688 20.772
C4 15.510 9.858 20.086
N1 12.683 12.741 22.058
H1 13.642 15.091 21.151
H2 15.246 14.546 20.669
H3 14.861 14.426 22.357
H4 13.343 12.908 20.145
H5 15.574 11.876 21.988
H6 15.738 12.277 20.231
H7 15.058 8.927 19.733
H8 16.326 9.625 20.720
H9 15.850 10.347 19.251
H10 12.827 12.628 23.051
H11 12.176 11.933 21.648
C5 18.906 17.497 18.359
C6 18.576 15.991 18.559
C7 17.040 15.882 18.672
O2 16.447 16.107 17.393
C8 14.996 16.015 17.389
N2 19.128 15.237 17.413
H12 18.379 17.955 17.528
H13 19.967 17.581 18.212
H14 18.671 17.982 19.332
H15 18.983 15.660 19.489
H16 16.752 16.599 19.432
H17 16.711 14.969 19.132
H18 14.698 16.022 16.372
H19 14.649 16.929 17.923
H20 14.655 15.142 17.978
H21 18.919 14.228 17.645
H22 18.502 15.378 16.600
C9 24.406 12.860 32.412
O3 23.219 13.577 32.793
C10 22.136 13.605 31.904
C11 21.039 14.544 32.577
N3 20.111 14.993 31.587
C12 19.150 16.004 31.945
C13 17.998 16.231 31.012
O4 18.571 16.572 29.718
C14 17.549 16.691 28.889
H23 24.729 13.181 31.390
H24 24.005 11.806 32.365
H25 25.155 13.018 33.166
H26 21.784 12.571 31.770
H27 22.385 14.009 30.893
H28 21.581 15.437 32.912
H29 20.673 13.962 33.416
H30 19.725 14.246 31.011
H31 19.696 16.889 32.155
H32 18.832 15.741 32.956
H33 17.450 17.087 31.313
H34 17.294 15.439 30.861
H35 17.817 16.823 27.870
H36 16.786 17.495 29.140
H37 16.943 15.757 28.856
C15 16.996 21.039 20.972
O5 17.919 20.696 21.978
C16 19.228 21.098 21.539
C17 20.115 20.560 22.657
N4 19.956 21.322 23.938
C18 20.885 20.836 24.960
C19 20.507 21.343 26.300
O6 19.300 20.682 26.688
C20 18.647 21.164 27.951
H38 16.009 20.865 21.407
H39 16.968 20.401 20.089
H40 17.157 22.093 20.659
H41 19.240 22.167 21.283
H42 19.484 20.600 20.568
H43 21.177 20.756 22.372
H44 20.058 19.454 22.748
H45 19.001 21.226 24.299
H46 21.881 21.192 24.760
H47 20.972 19.743 24.912
H48 20.361 22.441 26.197
H49 21.204 21.092 27.061
H50 18.681 22.233 27.893
H51 19.123 20.877 28.883
H52 17.624 20.816 27.895
C21 14.091 18.283 22.494
O7 13.393 17.609 23.558
C22 11.977 17.706 23.469
C23 11.327 16.765 22.552
N5 11.447 17.182 21.110
C24 10.154 17.223 20.462
C25 9.829 15.910 19.745
O8 9.313 15.075 20.774
C26 9.198 13.754 20.450
H53 14.255 17.636 21.688
H54 15.001 18.569 22.905
H55 13.571 19.133 22.163
H56 11.629 18.745 23.113
H57 11.624 17.636 24.505
H58 10.259 16.685 22.790
H59 11.690 15.733 22.600
H60 11.784 18.110 21.118
H61 10.205 18.030 19.738
H62 9.357 17.364 21.224
H63 10.718 15.531 19.237
H64 9.021 16.111 18.971
H65 8.576 13.478 19.580
H66 8.735 13.263 21.358
H67 10.130 13.202 20.388
C27 15.168 18.377 26.482
O9 15.576 17.079 26.015
C28 14.573 16.192 26.437
C29 14.808 14.793 25.807
N6 16.006 14.114 26.106
C30 16.254 13.083 25.196
C31 17.448 12.166 25.524
O10 17.541 11.099 24.627
C32 18.299 10.027 25.202
H68 14.169 18.514 26.047
H69 15.895 19.094 26.055
H70 15.122 18.416 27.595
H71 13.548 16.501 26.150
H72 14.584 16.230 27.594
H73 14.826 15.033 24.727
H74 13.975 14.192 26.013
H75 16.795 14.762 26.199
H76 16.260 13.446 24.137
H77 15.427 12.362 25.207
H78 17.332 11.687 26.458
H79 18.415 12.748 25.584
H80 18.092 9.194 24.501
H81 17.952 9.875 26.189
H82 19.349 10.293 25.325
C33 18.241 13.451 34.824
O11 18.427 12.848 33.553
C34 17.674 11.695 33.421
C35 17.842 11.255 31.946
N7 19.306 11.254 31.641
C36 19.647 10.882 30.288
C37 19.359 11.854 29.270
O12 20.163 13.022 29.403
C38 19.912 14.073 28.477
H83 17.189 13.375 35.215
H84 18.563 14.489 34.771
H85 18.938 13.045 35.578
H86 16.629 11.719 33.663
H87 18.113 10.912 34.009
H88 17.276 12.010 31.313
H89 17.408 10.248 31.857
H90 19.757 12.147 31.846
H91 19.018 10.038 30.008
H92 20.692 10.592 30.351
H93 18.326 12.144 29.201
H94 19.519 11.326 28.302
H95 20.456 14.966 28.794
H96 18.873 14.314 28.587
H97 20.191 13.732 27.516
C39 21.224 9.174 20.493
O13 21.815 9.995 21.478
C40 22.243 9.168 22.513
C41 22.881 9.989 23.675
N8 21.998 10.996 24.309
C42 22.686 11.766 25.316
C43 23.623 12.844 24.703
O14 22.818 13.764 23.986
C44 23.329 15.013 23.482
H98 21.244 9.678 19.531
H99 20.163 8.911 20.706
H100 21.829 8.225 20.433
H101 22.962 8.515 22.015
H102 21.337 8.682 22.943
H103 23.883 10.461 23.385
H104 23.047 9.195 24.447
H105 21.645 11.666 23.597
H106 23.239 11.068 25.951
H107 21.927 12.343 25.864
H108 24.387 12.463 24.020
H109 24.130 13.382 25.446
H110 22.646 15.331 22.669
H111 24.354 14.881 23.075
H112 23.334 15.810 24.204
C45 24.156 12.532 20.322
O15 24.156 13.406 19.207
C46 22.847 13.988 19.119
C47 22.711 14.577 17.753
N9 22.961 13.536 16.746
C48 22.871 14.129 15.375
C49 22.745 13.112 14.267
O16 23.899 12.271 14.252
C50 23.986 11.433 13.144
H113 23.967 12.973 21.268
H114 25.210 12.235 20.507
H115 23.367 11.728 20.248
H116 22.819 14.836 19.920
H117 22.059 13.261 19.314
H118 23.528 15.400 17.779
H119 21.737 15.100 17.647
H120 23.878 13.210 16.925
H121 23.765 14.752 15.174
H122 21.942 14.696 15.274
H123 22.590 13.689 13.392
H124 21.819 12.502 14.467
H125 24.094 12.019 12.211
H126 23.125 10.872 12.976
H127 24.901 10.838 13.210
C51 23.716 13.299 28.137
O17 24.365 14.426 27.616
C52 25.705 14.565 28.021
C53 26.520 15.074 26.831
N10 25.901 16.258 26.277
C54 26.732 16.926 25.257
C55 26.013 18.209 24.692
O18 24.802 17.707 24.102
C56 23.791 18.729 23.845
H128 23.881 13.159 29.213
H129 23.950 12.354 27.490
H130 22.653 13.568 27.971
H131 26.164 13.652 28.311
H132 25.754 15.359 28.835
H133 26.570 14.256 25.976
H134 27.488 15.360 27.235
H135 25.025 16.057 25.824
H136 27.026 16.327 24.424
H137 27.679 17.178 25.787
H138 26.611 18.845 24.024
H139 25.852 18.797 25.595
H140 23.719 19.490 24.629
H141 22.759 18.277 23.736
H142 24.152 19.238 22.869
C57 27.565 14.266 22.464
O19 26.806 15.404 22.123
C58 27.207 15.934 20.838
C59 26.937 17.422 20.810
N11 25.561 17.835 21.042
C60 24.778 17.498 19.870
C61 23.306 17.918 19.988
O20 22.659 17.159 20.987
C62 21.284 17.469 21.140
H143 28.623 14.546 22.448
H144 27.438 13.472 21.725
H145 27.206 13.972 23.461
H146 26.797 15.501 19.957
H147 28.290 15.699 20.764
H148 27.283 17.828 19.916
H149 27.650 17.810 21.561
H150 25.142 17.260 21.854
H151 24.815 16.489 19.521
H152 25.124 18.190 19.132
H153 22.718 17.913 19.113
H154 23.335 18.951 20.320
H155 21.035 18.529 20.966
H156 20.941 17.293 22.165
H157 20.664 16.864 20.398
C63 22.409 17.194 26.754
O21 21.389 16.971 25.822
C64 20.123 17.255 26.494
C65 19.077 17.282 25.377
N12 19.058 16.022 24.570
C66 18.141 16.231 23.486
C67 18.148 14.977 22.710
O22 19.390 14.851 21.993
C68 19.496 13.510 21.411
H158 22.182 18.077 27.330
H159 23.408 17.244 26.268
H160 22.352 16.403 27.505
H161 20.103 18.255 26.919
H162 19.890 16.481 27.153
H163 19.322 18.139 24.737
H164 18.076 17.588 25.774
H165 19.962 15.825 24.198
H166 18.470 17.086 22.805
H167 17.051 16.409 23.816
H168 17.325 14.848 21.966
H169 17.961 14.106 23.408
H170 20.486 13.434 20.907
H171 18.690 13.229 20.744
H172 19.439 12.798 22.275
C69 23.125 23.208 33.318
O23 22.499 22.177 32.562
C70 23.028 21.992 31.254
C71 22.902 20.548 30.897
N13 21.419 20.317 30.701
C72 21.025 19.093 29.973
C73 21.888 17.895 30.331
O24 23.077 17.983 29.584
C74 24.070 17.045 29.882
H173 23.154 24.218 32.899
H174 24.215 22.965 33.385
H175 22.707 23.185 34.308
H176 24.050 22.336 31.217
H177 22.526 22.595 30.503
H178 23.315 19.873 31.662
H179 23.409 20.340 29.963
H180 21.067 20.186 31.645
H181 21.005 19.332 28.885
H182 19.974 18.913 30.137
H183 21.446 16.875 30.146
H184 22.028 18.014 31.432
H185 24.969 17.357 29.351
H186 23.732 16.029 29.592
H187 24.322 16.994 30.981

Results of the Mulliken charge analysis, in e, for atoms 1 through 2: number 1, C, carries 1.22; number 2, C, carries 0.03



# 3
The following is a quantum chemistry calculation of a molecular structure, C22H40N5ORhS at a distorted geometry, from OMol25.

Values from the calculation:
Spin multiplicity ... 5
Orbital gap (alpha / beta) ... 9.41 / 7.21 eV
Total charge ... +2
E_LUMO (alpha / beta) ... -4.468 / -7.358 eV

Atoms and positions in Å:
Rh1 12.559 14.312 11.567
C1 13.390 14.674 13.779
C2 14.148 13.687 14.521
C3 15.595 13.866 14.249
C4 15.642 14.825 13.273
C5 14.325 15.431 13.061
H1 12.444 15.149 14.133
H2 13.796 13.021 15.265
H3 16.340 13.235 14.764
H4 16.507 15.361 13.015
H5 14.197 16.329 12.554
C6 14.265 13.518 8.442
C7 13.938 14.914 8.758
N1 13.928 15.759 7.745
O1 13.563 15.361 9.867
H6 13.335 13.137 7.967
H7 14.640 12.987 9.303
H8 15.052 13.383 7.741
H9 14.080 15.467 6.788
H10 13.565 16.677 7.880
C8 7.047 12.363 14.793
C9 7.373 13.153 13.545
C10 8.793 13.078 13.021
C11 9.855 13.564 14.045
N2 9.769 15.042 14.178
C12 9.877 15.981 13.254
S1 10.656 15.593 11.698
N3 9.423 17.202 13.442
C13 9.596 18.388 12.522
C14 8.738 18.312 11.247
C15 7.158 18.496 11.509
C16 6.579 17.153 11.804
H11 5.955 12.352 14.935
H12 7.396 12.904 15.652
H13 7.367 11.293 14.873
H14 7.092 14.251 13.756
H15 6.623 12.807 12.760
H16 8.802 13.587 12.097
H17 9.064 12.030 12.762
H18 10.885 13.264 13.689
H19 9.659 13.208 15.043
H20 9.449 15.280 15.109
H21 8.779 17.339 14.191
H22 10.649 18.497 12.309
H23 9.327 19.289 13.134
H24 8.917 17.382 10.687
H25 9.104 19.069 10.610
H26 6.817 18.986 10.617
H27 6.874 19.196 12.319
H28 6.638 16.544 10.901
H29 5.499 17.274 12.022
H30 6.954 16.598 12.641
N4 12.240 12.220 11.557
C17 12.089 11.101 11.381
N5 11.842 9.843 11.302
C18 11.064 9.229 10.200
C19 11.984 8.650 9.161
C20 13.012 7.754 9.783
C21 13.796 8.470 10.923
C22 12.805 8.939 11.979
H31 10.300 9.948 9.931
H32 10.528 8.373 10.685
H33 12.483 9.313 8.514
H34 11.312 8.147 8.443
H35 13.773 7.422 9.058
H36 12.591 6.802 10.155
H37 14.366 9.301 10.496
H38 14.446 7.780 11.430
H39 13.312 9.499 12.785
H40 12.203 8.077 12.324

Results of the Mulliken charge analysis, in e, for atoms 1 through 2: number 1, Rh, carries 0.58; number 2, C, carries 0.10



How do the records compare in total energy? In the order shown, they have -17489.377 -148261.261 -46787.798 eV.